# C38H52F6N2O9P2S

A 3-piece molecular cluster, C38H52F6N2O9P2S overall at a distorted geometry (ωB97M-V with the def2-TZVPD basis set, the OMol25 dataset).

Results
LUMO: -0.0587 hartree
frontier orbital gap: 6.52 eV
structure (SMILES): CP(O)c1c(CCC(=O)O)c([PH2]=S)cc2ncc(CCOCCOc3ccc(C(C)(C)CC(C)(C)C)cc3)nc12.CCOC(=O)C(F)(F)F.CCOC(=O)C(F)(F)F
total charge: 0
DFT total energy: -3944.93668 Ha

Last column: Mulliken charge in e.
Atoms and positions in Å:
C  10.983  3.489  1.670  -0.75
P  10.032  4.207  0.165  0.09
O  11.202  5.159  -0.771  -0.55
C  9.380  2.844  -1.004  0.50
C  10.431  1.654  -1.497  0.04
C  12.000  1.531  -1.012  -0.92
C  12.242  0.385  0.143  -0.46
C  10.872  -0.324  0.701  0.38
O  10.164  0.141  1.757  -0.52
O  10.338  -1.579  0.090  -0.43
C  9.898  0.461  -2.529  0.32
P  10.969  -0.991  -3.167  0.16
S  9.718  -2.509  -3.428  -0.40
C  8.332  0.545  -3.011  -0.57
C  7.281  1.728  -2.493  0.17
N  5.867  1.639  -2.991  -0.52
C  4.988  2.723  -2.432  -0.28
C  5.553  3.882  -1.440  0.43
C  4.452  5.011  -0.892  -0.57
C  3.235  5.307  -1.949  -0.23
O  2.306  6.379  -1.543  -0.40
C  1.208  6.293  -2.562  -0.46
C  -0.152  5.558  -1.978  -0.15
O  -1.118  5.470  -3.120  -0.38
C  -2.257  4.592  -2.766  0.06
C  -2.332  2.967  -3.069  -0.49
C  -3.643  2.010  -2.668  -0.32
C  -4.997  2.676  -1.946  -0.05
C  -6.279  1.709  -1.616  1.70
C  -6.423  0.698  -2.943  -1.45
C  -7.734  2.533  -1.579  -1.09
C  -6.103  0.718  -0.328  -1.12
C  -5.408  1.377  0.996  1.56
C  -3.736  1.402  0.935  -1.07
C  -6.013  2.824  1.469  -1.19
C  -5.746  0.323  2.252  -1.47
C  -4.911  4.302  -1.670  -0.06
C  -3.617  5.243  -2.046  -0.59
N  6.960  4.030  -0.929  -0.33
C  7.783  2.904  -1.489  0.27
H  10.349  2.691  2.286  0.22
H  11.998  2.958  1.392  0.15
H  11.290  4.423  2.343  0.35
H  11.969  5.358  -0.138  0.31
H  12.628  1.171  -1.962  0.34
H  12.415  2.588  -0.732  0.34
H  12.837  0.882  1.026  0.37
H  12.945  -0.482  -0.275  0.34
H  11.105  -2.238  -0.030  0.35
H  11.618  -0.713  -4.424  0.15
H  11.855  -1.405  -2.107  0.00
H  7.917  -0.265  -3.760  0.22
H  3.843  2.705  -2.749  0.23
H  5.094  6.005  -0.735  0.27
H  4.072  4.707  0.192  0.28
H  2.578  4.311  -1.992  0.11
H  3.699  5.436  -3.015  0.35
H  1.570  5.614  -3.472  0.26
H  0.994  7.359  -3.044  0.31
H  -0.608  6.075  -1.030  0.28
H  0.108  4.424  -1.718  0.19
H  -1.395  2.495  -3.609  0.27
H  -3.621  0.869  -2.936  0.20
H  -5.583  -0.139  -2.894  0.33
H  -7.453  0.145  -2.819  0.40
H  -6.413  1.307  -3.949  0.28
H  -8.480  2.017  -2.351  0.34
H  -8.177  2.502  -0.476  0.30
H  -7.615  3.645  -1.953  0.23
H  -5.493  -0.231  -0.668  0.26
H  -7.192  0.338  -0.022  0.12
H  -3.383  0.662  0.081  0.16
H  -3.330  1.007  1.982  0.37
H  -3.372  2.497  0.737  0.25
H  -5.170  3.405  2.083  0.31
H  -6.887  2.621  2.244  0.29
H  -6.331  3.544  0.605  0.14
H  -5.366  0.805  3.273  0.37
H  -6.919  0.119  2.340  0.36
H  -5.223  -0.710  2.083  0.32
H  -5.860  4.811  -1.177  0.15
H  -3.571  6.419  -1.858  0.27
C  -7.325  -6.186  2.146  -0.80
C  -6.548  -5.008  1.587  -0.25
O  -7.306  -4.342  0.566  -0.31
C  -8.264  -3.460  1.002  0.41
O  -8.493  -3.231  2.186  -0.52
C  -8.954  -2.789  -0.183  0.79
F  -9.298  -3.673  -1.164  -0.25
F  -8.158  -1.854  -0.779  -0.23
F  -10.103  -2.143  0.164  -0.25
H  -7.628  -6.863  1.342  0.35
H  -6.719  -6.741  2.868  0.08
H  -8.240  -5.855  2.646  0.34
H  -5.628  -5.367  1.116  0.36
H  -6.253  -4.306  2.376  0.28
C  -2.300  -10.241  5.258  -1.09
C  -3.456  -10.923  4.549  -0.20
O  -4.710  -10.404  5.014  -0.31
C  -5.115  -9.215  4.459  0.36
O  -4.470  -8.599  3.617  -0.53
C  -6.484  -8.809  5.004  0.92
F  -6.575  -8.946  6.358  -0.25
F  -7.491  -9.564  4.478  -0.26
F  -6.801  -7.511  4.734  -0.25
H  -2.411  -10.325  6.344  0.30
H  -1.346  -10.689  4.963  0.36
H  -2.266  -9.173  5.023  0.31
H  -3.448  -11.992  4.783  0.31
H  -3.374  -10.831  3.460  0.31

=====

# C32H34Cl4CrGe2NO4S

C32H34Cl4CrGe2NO4S as an isolated structure at a distorted geometry (ωB97M-V with the def2-TZVPD basis set, the OMol25 dataset).

Results
LUMO (alpha / beta): -0.0299 / -0.0313 hartree
frontier orbital gap (alpha / beta): 6.93 / 6.71 eV
spin multiplicity: 4
⟨S²⟩: 4.097
total charge: 0
DFT total energy: -9032.80249 Ha

Last column: Löwdin spin population.
Atoms and positions in Å:
Cr  9.134  13.892  11.314  3.33
Cl  10.851  13.817  13.004  -0.01
C  10.232  14.641  14.440  0.00
C  10.895  14.415  15.623  0.00
C  10.480  15.076  16.767  0.00
C  9.402  15.920  16.705  0.00
C  8.719  16.121  15.490  0.00
Cl  7.410  17.251  15.489  0.00
C  9.092  15.476  14.305  0.00
S  8.158  15.511  12.827  -0.01
H  11.688  13.690  15.693  0.00
H  10.941  14.894  17.750  0.00
H  9.046  16.483  17.567  0.00
C  5.772  11.626  14.519  -0.01
C  6.273  12.647  13.479  -0.03
Ge  7.767  11.971  12.359  -0.19
C  9.030  10.989  13.553  -0.04
C  8.626  9.538  13.664  -0.01
C  6.846  10.628  11.258  -0.05
C  6.425  10.584  9.984  0.00
Ge  7.103  11.881  8.733  0.00
C  5.608  12.645  7.615  0.00
C  4.858  11.432  7.008  0.00
C  8.847  11.076  8.209  0.00
C  8.918  10.605  6.772  0.00
C  5.810  9.277  9.545  0.00
C  6.226  8.605  8.395  0.00
C  5.828  7.295  8.128  0.00
C  5.022  6.623  9.033  0.00
C  4.553  7.306  10.176  0.00
C  4.885  8.639  10.379  0.00
H  5.103  12.105  15.245  0.00
H  6.614  11.193  15.020  0.00
H  5.200  10.790  14.081  0.00
H  6.607  13.560  13.975  0.00
H  5.508  12.917  12.782  0.00
H  9.042  11.502  14.509  0.00
H  10.000  11.066  13.111  0.00
H  7.627  9.379  14.082  0.00
H  9.321  8.895  14.243  0.00
H  8.617  9.114  12.629  0.00
H  6.596  9.746  11.853  -0.01
H  5.955  13.309  6.853  0.00
H  4.960  13.208  8.267  0.00
H  5.548  10.898  6.365  0.00
H  3.979  11.637  6.356  0.00
H  4.530  10.734  7.778  0.00
H  8.971  10.276  8.928  0.00
H  9.566  11.869  8.442  0.00
H  8.077  10.002  6.463  0.00
H  9.783  10.007  6.579  0.00
H  8.950  11.459  6.116  0.00
H  6.878  9.048  7.653  0.00
H  6.159  6.773  7.252  0.00
H  4.727  5.615  8.869  0.00
H  3.877  6.719  10.811  0.00
H  4.490  9.156  11.264  0.00
Cl  13.732  13.432  10.031  0.00
C  12.369  13.936  8.987  0.00
Cl  12.280  12.851  7.611  0.00
C  11.091  13.961  9.881  0.01
O  10.667  15.059  10.227  0.03
O  10.601  12.878  10.331  0.00
H  12.588  14.930  8.659  0.00
O  9.208  14.074  7.951  0.00
C  8.198  14.340  8.496  0.00
N  7.558  13.549  9.526  -0.02
C  6.374  14.226  9.937  0.00
O  5.605  13.775  10.726  0.00
C  6.286  15.496  9.167  0.00
C  5.231  16.392  9.137  0.00
C  5.275  17.356  8.121  0.00
C  6.373  17.413  7.287  0.00
C  7.455  16.529  7.376  0.00
C  7.343  15.515  8.300  0.00
H  4.427  16.278  9.843  0.00
H  4.526  18.106  7.939  0.00
H  6.401  18.144  6.508  0.00
H  8.296  16.510  6.715  0.00